(1)
ORCA calculation (ωB97M-V with the def2-TZVPD basis set) on an isolated molecule of C3H5N3S at a distorted geometry.

Last column: natural (NBO) charge in e.
CARTESIAN COORDINATES (ANGSTROEM)
C: 2.15970 0.95534 0.00690  -0.74
S: 1.55055 -0.72361 -0.04031  0.28
C: -0.13964 -0.23586 0.06564  0.15
N: -1.12039 -1.17321 0.06409  -0.48
C: -2.19836 -0.41211 -0.03455  0.19
N: -1.90453 0.87808 -0.00514  -0.37
N: -0.54027 1.01722 0.03136  -0.35
H: 1.68078 1.50830 -0.78774  0.23
H: 3.23214 0.85228 -0.10543  0.22
H: 1.88586 1.37738 0.99516  0.23
H: -3.19495 -0.80319 -0.11625  0.21
H: -2.38655 1.74410 -0.20083  0.42

Atoms 1-2, force components in eV/Å:
C 0.1 -0.1 0.9
S -0.8 0.1 0.2

## Properties
ΔE to the lowest compared entry with this formula, charge and spin	70.50	kJ/mol
SMILES	CSc1nc[nH]n1
frontier orbital gap	9.4	eV
LUMO level	0.033	hartree

(2)
ORCA calculation (ωB97M-V with the def2-TZVPD basis set) on a structure of composition C3H5N3S at a distorted geometry.

Last column: natural (NBO) charge in e.
CARTESIAN COORDINATES (ANGSTROEM)
C: -2.01885 -0.77362 0.12574  -0.07
C: -0.75722 -1.54473 0.01283  -0.32
C: 0.28166 -0.59382 0.11081  -0.06
H: -0.77852 2.21362 0.94912  0.40
H: 0.22244 2.45483 -0.82216  0.38
H: -2.98032 -1.15147 -0.05301  0.21
H: -0.57783 -2.65039 0.17058  0.24
H: 2.65470 -1.42709 0.42171  0.16
N: -0.02512 1.87554 0.28745  -0.67
N: -0.45938 0.63973 -0.29377  -0.07
N: -1.72192 0.53260 -0.17165  -0.25
S: 1.99193 -0.20635 -0.05730  0.06

Atoms 1-2, force components in eV/Å:
C 3.7 1.5 -2.7
C 1.2 0.0 2.3

## Properties
ΔE to the lowest compared entry with this formula, charge and spin	461.25	kJ/mol
frontier orbital gap	8.9	eV
LUMO level	0.021	hartree

(3)
ORCA calculation (ωB97M-V with the def2-TZVPD basis set) on an isolated molecule of C3H5N3S.

Last column: natural (NBO) charge in e.
CARTESIAN COORDINATES (ANGSTROEM)
H: 2.37357 -1.22719 0.00814  0.34
N: 2.20270 -0.21385 0.00015  -0.67
C: 0.96386 0.06406 -0.00235  0.45
C: 0.48888 1.50861 -0.00522  -0.60
S: -1.32347 1.49766 -0.00038  0.27
C: -1.40910 -0.27501 0.00563  0.30
N: -2.51686 -0.87840 -0.00013  -0.69
H: -2.41888 -1.88388 -0.02301  0.34
N: -0.12209 -0.81191 -0.00442  -0.64
H: 0.87806 2.01652 0.88305  0.25
H: 0.88800 2.02400 -0.87237  0.25
H: -0.00467 -1.82060 0.01090  0.41

Atoms 1-2, force components in eV/Å:
H -0.1 0.4 0.0
N -0.4 -0.3 0.0

## Properties
ΔE to the lowest compared entry with this formula, charge and spin	25.22	kJ/mol
SMILES	[H]/N=C1/CS/C(=N/[H])N1
frontier orbital gap	9.9	eV
LUMO level	0.021	hartree

(4)
ORCA calculation (ωB97M-V with the def2-TZVPD basis set) on an isolated molecule of C3H5N3S2.

Last column: natural (NBO) charge in e.
CARTESIAN COORDINATES (ANGSTROEM)
C: 1.17219 2.09106 0.09193  -0.41
N: 0.18081 1.01844 0.04819  -0.28
N: -1.09345 1.49608 -0.29113  -0.30
C: -2.09220 0.72380 -0.06423  0.24
N: -1.98474 -0.55490 0.45297  -0.78
S: -0.65336 -1.48900 -0.17533  0.49
C: 0.59229 -0.26615 0.01891  -0.12
S: 2.15178 -0.77065 0.02866  -0.11
H: 0.60286 3.01209 0.16787  0.23
H: 1.80200 2.12587 -0.81153  0.21
H: 1.81080 1.94889 0.96586  0.22
H: -3.08807 1.13836 -0.25650  0.20
H: -2.85429 -1.08046 0.53102  0.41

Atoms 1-2, force components in eV/Å:
C 0.1 0.0 0.0
N 0.2 0.0 -0.1

## Properties
ΔE to the lowest compared entry with this formula, charge and spin	135.09	kJ/mol
SMILES	CN1N=CNSC1=S
frontier orbital gap	8.7	eV
LUMO level	0.003	hartree

(5)
ORCA calculation (ωB97M-V with the def2-TZVPD basis set) on an isolated molecule of C3H5N3S2 at a distorted geometry.

Last column: natural (NBO) charge in e.
CARTESIAN COORDINATES (ANGSTROEM)
H: 3.84007 -0.37983 -0.24216  0.35
N: 3.28112 0.39843 0.09788  -0.71
C: 2.02334 0.20481 -0.05527  0.27
N: 1.11013 1.25402 0.08625  -0.81
S: -0.39344 1.28914 -0.60868  0.45
C: -1.06221 -0.28434 -0.14713  0.11
C: -2.53199 -0.41848 0.16201  -0.66
N: -0.28439 -1.29709 -0.09431  -0.61
S: 1.33795 -1.41357 -0.44793  0.47
H: 1.45164 2.01997 0.65118  0.43
H: -2.74728 -1.33840 0.61539  0.24
H: -3.11072 -0.42826 -0.77654  0.23
H: -2.91422 0.39362 0.75932  0.23

Atoms 1-2, force components in eV/Å:
H -0.1 -0.3 0.6
N -1.2 0.3 -0.5

## Properties
ΔE to the lowest compared entry with this formula, charge and spin	111.42	kJ/mol
SMILES	[H]/N=C1/NSC(C)=NS1
frontier orbital gap	9.3	eV
LUMO level	0.019	hartree

(6)
ORCA calculation (ωB97M-V with the def2-TZVPD basis set) on an isolated molecule of C3H5N3S2 at a distorted geometry.

Last column: natural (NBO) charge in e.
CARTESIAN COORDINATES (ANGSTROEM)
C: -3.38254 0.44318 0.07049  -0.45
N: -2.41650 -0.63175 -0.10148  -0.62
C: -1.14725 -0.10841 -0.14231  0.17
N: -0.78903 1.15768 -0.06742  -0.31
N: 0.59254 1.29437 0.03222  -0.41
C: 1.32649 0.14991 0.00839  -0.13
S: 2.95927 0.02252 0.03630  -0.14
S: 0.16070 -1.18937 -0.02604  0.40
H: -2.94142 1.37621 0.75648  0.22
H: -4.42085 -0.12099 0.59047  0.21
H: -3.45306 0.83888 -1.02987  0.22
H: -2.62606 -1.32304 0.84594  0.39
H: 1.03247 2.24838 0.01022  0.44

Atoms 1-2, force components in eV/Å:
C -1.9 1.2 0.3
N -1.5 -1.7 4.1

## Properties
ΔE to the lowest compared entry with this formula, charge and spin	219.39	kJ/mol
SMILES	CNc1n[nH]c(=S)s1
frontier orbital gap	8.4	eV
LUMO level	0.002	hartree

(7)
ORCA calculation (ωB97M-V with the def2-TZVPD basis set) on the ion C3H5N4 with charge +1 at a distorted geometry.

Last column: natural (NBO) charge in e.
CARTESIAN COORDINATES (ANGSTROEM)
H: -0.81865 3.33042 -0.92139  0.37
N: -0.99221 2.21493 -0.87700  -0.17
N: -0.26745 1.48393 -1.50049  -0.10
C: 0.09045 0.28992 -1.79431  0.24
N: 0.69475 -0.63748 -1.09437  -0.34
N: 0.93644 -0.45428 0.26929  -0.32
C: 0.28913 -1.03266 1.16774  0.46
C: -0.32913 -1.61657 2.09682  -0.38
H: -0.03125 0.02739 -2.74364  0.24
H: 1.69712 0.14517 0.31248  0.44
H: -1.15984 -1.24813 2.58967  0.28
H: -0.10936 -2.50264 2.49520  0.28

Atoms 1-2, force components in eV/Å:
H 0.5 -2.9 -0.3
N -1.4 1.4 0.6

## Properties
ΔE to the lowest compared entry with this formula, charge and spin	576.45	kJ/mol
SMILES	[H]/N=N/C=N\[NH+]=C=C
frontier orbital gap	8.7	eV
LUMO level	-0.175	hartree
total charge	+1

(8)
ORCA calculation (ωB97M-V with the def2-TZVPD basis set) on a cluster of 2 separate species, C3H5N4O in total at a distorted geometry.

Last column: natural (NBO) charge in e.
CARTESIAN COORDINATES (ANGSTROEM)
C: 0.73117 -1.77122 0.69961  -0.04
C: 0.53630 -0.44828 0.04625  -0.14
C: -0.67391 0.25340 -0.03220  0.59
N: 1.87701 -2.14664 0.29360  -0.01
N: 1.57621 -0.21354 -0.71714  0.06
N: -1.68727 0.21994 0.69988  -0.67
N: -0.42859 2.38736 -0.92819  -0.63
O: 2.38116 -1.23019 -0.50756  -0.05
H: 0.20987 -2.16552 1.59119  0.26
H: -1.83390 -0.69103 1.11217  0.43
H: -2.45892 0.87445 0.54394  0.47
H: 0.62060 2.43946 -0.93150  0.37
H: -0.84973 2.49181 -1.87003  0.36

Atoms 1-2, force components in eV/Å:
C -0.7 2.6 0.5
C -0.3 -2.6 0.2

## Properties
ΔE to the lowest compared entry with this formula, charge and spin	623.73	kJ/mol
frontier orbital gap (alpha / beta)	8.6 / 9.4	eV
LUMO level (alpha / beta)	-0.226 / -0.229	hartree
total charge	+1

(9)
ORCA calculation (ωB97M-V with the def2-TZVPD basis set) on the ion C3H5N4O3 with charge -1 at a distorted geometry.

Last column: natural (NBO) charge in e.
CARTESIAN COORDINATES (ANGSTROEM)
O: -2.16161 1.25293 0.73050  -0.63
N: -2.54577 0.30395 0.00644  0.57
O: -3.70428 0.24870 -0.39392  -0.54
N: -1.76387 -0.65946 -0.29316  -0.40
C: -0.32804 -0.50699 0.36268  -0.02
C: 0.41077 0.55182 -0.52889  -0.47
C: 1.84804 0.31206 -0.08457  -0.10
O: 2.32624 -0.99671 -0.07250  -0.42
N: 1.41133 -2.07008 0.05967  0.15
N: 0.26006 -1.80526 0.28124  -0.16
H: -0.51692 -0.00281 1.28024  0.24
H: -0.10656 1.40643 -0.20398  0.26
H: 0.29570 0.23676 -1.51117  0.20
H: 2.66050 0.96003 -0.51223  0.18
H: 1.91441 0.76863 0.87965  0.16

Atoms 1-2, force components in eV/Å:
O 0.3 1.3 0.7
N 0.7 -0.5 0.6

## Properties
ΔE to the lowest compared entry with this formula, charge and spin	318.14	kJ/mol
SMILES	[O-][N+]([O-])=N[C@@H]1CCON=N1
frontier orbital gap	8.0	eV
LUMO level	0.133	hartree
total charge	-1

(10)
ORCA calculation (ωB97M-V with the def2-TZVPD basis set) on the ion C3H5N4S3 with charge +1 at a distorted geometry.

Last column: natural (NBO) charge in e.
CARTESIAN COORDINATES (ANGSTROEM)
C: -1.24064 -0.71224 1.61247  -0.09
C: 1.32756 -0.26734 -0.28378  -0.14
C: -0.72125 0.96684 -0.21092  -0.04
N: -0.48760 -1.29499 0.78581  -0.31
N: 0.35770 1.75492 -0.11336  -0.15
N: 1.51117 1.20151 -0.03566  -0.45
N: -0.07046 -0.53693 -0.29449  -0.21
S: 2.86816 1.80282 0.27016  0.45
S: -1.62699 0.89544 1.48832  0.40
S: -0.66358 -1.30324 -1.95877  0.26
H: -1.47344 -1.11250 2.60780  0.28
H: 1.78337 -0.49704 -1.36098  0.25
H: 1.84733 -0.95375 0.51146  0.29
H: -1.40793 1.26499 -1.10114  0.30
H: -2.00339 -1.20848 -1.91693  0.16

Atoms 1-2, force components in eV/Å:
C 0.6 0.0 1.3
C 4.2 -2.1 -1.5

## Properties
spin multiplicity	3
expectation value of S²	2.009
frontier orbital gap (alpha / beta)	6.3 / 6.7	eV
LUMO level (alpha / beta)	-0.194 / -0.247	hartree
total charge	+1

Molar mass: 115.16, 115.16, 115.16, 147.23, 147.23, 147.23, 97.10, 113.10, 145.10, 193.30 (g/mol)
Calculated total energy: -18497.167, -18493.117, -18497.636, -29331.306, -29331.551, -29330.432, -9139.032, -11185.661, -15289.811, -41643.589 (eV)